(1)
{
  "formula": "C18H40ClN2O10P2",
  "method": "ωB97M-V/def2-TZVPD",
  "homo_lumo_gap_ev": 8.77,
  "relative_energy_kcal_mol": 0.00,
  "homo_ev": -11.733,
  "total_charge": 1,
  "species": ["Cl", "P", "P", "O", "O", "O", "O", "O", "O", "O", "O", "O", "O", "N", "N", "C", "C", "C", "C", "C", "C", "C", "C", "C", "C", "C", "C", "C", "C", "C", "C", "C", "C", "H", "H", "H", "H", "H", "H", "H", "H", "H", "H", "H", "H", "H", "H", "H", "H", "H", "H", "H", "H", "H", "H", "H", "H", "H", "H", "H", "H", "H", "H", "H", "H", "H", "H", "H", "H", "H", "H", "H", "H"],
  "coordinates": [[1.45, 0.65, -3.26], [-0.35, 6.88, -1.06], [-2.16, -5.95, 3.69], [-1.24, 6.52, -2.34], [-3.55, -5.59, 3.01], [0.01, 8.32, -1.68], [-0.70, 7.39, 0.42], [-0.81, -6.49, 3.02], [-2.70, -7.34, 4.26], [0.81, 5.98, -0.94], [-2.40, -2.32, -0.19], [-3.92, -2.68, -1.73], [-1.79, -4.97, 4.72], [1.48, 2.22, -1.16], [5.22, -2.56, -1.34], [-1.01, -0.36, 0.21], [5.81, -0.41, -0.36], [1.52, -0.60, -0.41], [-2.06, -7.89, 5.42], [0.19, 1.64, -0.64], [4.91, -1.35, -1.14], [-1.93, -1.74, -2.59], [3.61, -0.89, -1.76], [-3.53, -4.70, 1.87], [-1.98, 8.01, 0.68], [2.79, 0.12, -0.92], [-2.82, -2.28, -1.49], [1.24, 8.94, -1.29], [-1.07, -1.89, 0.12], [0.39, 0.31, 0.11], [-2.33, 5.59, -2.20], [2.36, 1.24, -1.87], [-0.88, -7.18, 1.75], [1.22, 2.94, -1.85], [-1.67, 0.09, -0.53], [1.05, 9.68, -0.51], [5.97, -0.83, 0.64], [-1.44, -0.08, 1.17], [-2.13, 8.87, 0.03], [-2.94, -5.13, 1.06], [-0.37, -2.34, -0.58], [-1.34, -8.65, 5.13], [-3.08, 5.96, -1.50], [-1.97, 4.61, -1.86], [1.97, 2.73, -0.43], [6.11, -2.78, -0.90], [-2.79, 7.30, 0.55], [1.83, -1.21, 0.43], [1.64, 9.44, -2.17], [-0.86, -2.29, 1.11], [0.12, -7.52, 1.51], [-2.43, -1.93, -3.53], [-1.55, -8.04, 1.82], [3.03, -1.78, -1.98], [-1.23, -6.50, 0.97], [3.24, 1.79, -2.20], [-0.97, -2.24, -2.62], [-2.84, -8.35, 6.03], [-1.56, -7.11, 6.00], [-1.97, 8.34, 1.72], [-4.55, -4.56, 1.53], [5.44, 0.61, -0.29], [-0.20, 2.37, 0.07], [0.67, 0.61, 1.12], [-3.11, -3.73, 2.16], [3.38, 0.52, -0.10], [1.96, 8.21, -0.93], [6.77, -0.37, -0.86], [-1.77, -0.66, -2.50], [-0.50, 1.58, -1.47], [3.88, -0.45, -2.72], [1.17, -1.22, -1.23], [-2.79, 5.48, -3.18]]
}

***

(2)
{
  "formula": "C18H40F6N5NaO12S6",
  "method": "ωB97M-V/def2-TZVPD",
  "homo_lumo_gap_ev": 8.89,
  "relative_energy_kcal_mol": 87.56,
  "homo_ev": -9.341,
  "total_charge": 0,
  "species": ["S", "S", "S", "S", "S", "S", "Na", "F", "F", "F", "F", "F", "F", "O", "O", "O", "O", "O", "O", "O", "O", "O", "O", "O", "O", "N", "N", "N", "N", "N", "C", "C", "C", "C", "C", "C", "C", "C", "C", "C", "C", "C", "C", "C", "C", "C", "C", "C", "H", "H", "H", "H", "H", "H", "H", "H", "H", "H", "H", "H", "H", "H", "H", "H", "H", "H", "H", "H", "H", "H", "H", "H", "H", "H", "H", "H", "H", "H", "H", "H", "H", "H", "H", "H", "H", "H", "H", "H"],
  "coordinates": [[17.00, -12.95, 1.09], [17.18, -15.29, 1.06], [13.98, -13.32, -1.93], [14.02, -12.79, -4.32], [19.19, -13.25, -5.32], [20.65, -13.48, -3.34], [17.23, -13.14, -2.35], [17.65, -13.54, -5.66], [14.63, -14.61, -1.25], [15.10, -12.15, -5.33], [15.57, -15.80, 1.09], [20.40, -13.09, -1.82], [17.08, -11.55, 0.25], [21.52, -12.42, -3.82], [21.25, -14.80, -3.23], [17.41, -15.20, 2.51], [13.18, -11.62, -3.97], [18.23, -12.78, 1.90], [13.44, -13.87, -5.08], [12.59, -13.83, -2.21], [14.14, -12.34, -0.88], [15.66, -12.80, 1.70], [20.08, -14.25, -5.99], [19.30, -11.92, -5.97], [17.74, -16.50, 0.49], [16.22, -17.12, -4.32], [17.07, -13.92, -0.03], [15.08, -13.20, -3.24], [21.08, -8.17, -5.42], [19.03, -13.33, -3.81], [21.51, -5.72, -4.80], [14.04, -18.83, -1.57], [21.06, -9.15, -6.72], [19.69, -9.59, -3.69], [19.70, -8.36, -4.65], [22.75, -6.27, -4.04], [22.65, -7.68, -3.48], [22.38, -8.58, -4.64], [15.13, -16.22, -4.97], [15.49, -18.18, -3.52], [18.38, -18.46, -4.76], [14.74, -17.64, -2.27], [18.40, -16.98, -2.81], [17.15, -17.70, -5.36], [21.16, -6.66, -5.90], [18.28, -9.96, -3.18], [19.21, -17.43, -4.00], [17.09, -16.25, -3.33], [23.07, -5.54, -3.29], [19.35, -7.42, -4.22], [18.09, -19.32, -4.15], [20.13, -10.53, -4.03], [20.17, -6.64, -6.36], [21.91, -6.47, -6.67], [18.24, -10.93, -2.70], [23.60, -6.29, -4.73], [16.17, -18.98, -3.23], [16.50, -18.31, -5.99], [23.56, -7.97, -2.97], [20.28, -8.79, -7.39], [22.21, -9.59, -4.25], [13.65, -19.54, -2.30], [18.98, -16.26, -2.23], [15.70, -15.42, -5.44], [17.75, -9.27, -2.53], [13.13, -18.51, -1.07], [17.45, -15.44, -3.97], [15.37, -17.10, -1.55], [14.71, -19.39, -0.91], [20.31, -9.35, -2.82], [20.99, -10.21, -6.49], [23.26, -8.53, -5.29], [16.46, -15.75, -2.60], [19.01, -18.87, -5.55], [21.86, -7.68, -2.74], [22.01, -8.97, -7.22], [17.64, -10.08, -4.05], [20.69, -5.53, -4.11], [14.47, -15.83, -4.19], [21.75, -4.75, -5.23], [17.58, -16.88, -5.93], [14.03, -16.90, -2.64], [19.36, -16.60, -4.70], [14.64, -18.60, -4.07], [18.13, -17.83, -2.18], [14.57, -16.84, -5.66], [20.16, -17.89, -3.72], [18.95, -8.45, -5.44]]
}

***

(3)
{
  "formula": "C18H40FNO11S",
  "method": "ωB97M-V/def2-TZVPD",
  "smiles": "CC(=O)OCCCCN(O)S(=O)(=O)F.COCCOCCOC.COCCOCCOC",
  "homo_lumo_gap_ev": 9.60,
  "homo_ev": -9.198,
  "total_charge": 0,
  "species": ["S", "F", "O", "O", "O", "O", "O", "O", "O", "O", "O", "O", "O", "N", "C", "C", "C", "C", "C", "C", "C", "C", "C", "C", "C", "C", "C", "C", "C", "C", "C", "C", "H", "H", "H", "H", "H", "H", "H", "H", "H", "H", "H", "H", "H", "H", "H", "H", "H", "H", "H", "H", "H", "H", "H", "H", "H", "H", "H", "H", "H", "H", "H", "H", "H", "H", "H", "H", "H", "H", "H", "H"],
  "coordinates": [[3.50, 1.45, -1.22], [4.40, 2.06, -0.07], [1.92, 2.32, 4.44], [4.28, 0.42, -1.80], [3.01, 2.56, -1.93], [-2.05, 3.71, -2.25], [2.71, 0.36, 5.23], [-4.56, 5.98, -0.76], [-0.10, -5.76, -3.22], [-4.23, 2.96, -0.21], [1.03, -6.69, -0.50], [1.23, 1.66, -0.13], [0.81, -3.22, -1.74], [2.27, 0.74, -0.37], [-0.80, -4.90, -2.33], [-3.65, 4.09, 0.42], [0.77, -7.70, 0.44], [-5.61, 6.91, -0.85], [1.38, -1.97, -2.06], [2.69, -0.02, 0.85], [1.27, -7.22, -1.79], [2.14, -0.80, 3.15], [2.71, 1.71, 5.11], [3.83, 2.34, 5.90], [-4.56, 5.30, 0.48], [-0.71, 3.33, -2.52], [1.22, -6.13, -2.84], [1.75, 0.17, 2.03], [1.69, -0.37, 4.53], [-2.92, 2.61, -2.26], [-4.25, 2.97, -1.63], [-0.39, -3.45, -2.44], [1.64, -1.90, -3.12], [1.79, -5.26, -2.51], [-1.19, -2.83, -2.01], [-0.63, 2.85, -3.50], [-1.85, -4.98, -2.63], [0.62, -7.22, 1.41], [1.85, 1.19, 2.41], [4.53, 2.78, 5.20], [-0.11, 4.23, -2.51], [3.41, 3.13, 6.51], [-5.58, 4.97, 0.73], [0.77, 0.21, 4.49], [-5.53, 7.40, -1.82], [1.61, -8.40, 0.52], [2.29, -1.86, -1.48], [1.73, -1.79, 2.93], [-0.34, 2.64, -1.76], [-0.13, -8.27, 0.18], [-3.10, 2.28, -3.29], [2.26, -7.69, -1.82], [3.69, 0.25, 1.15], [-0.71, -5.25, -1.30], [-4.60, 3.93, -2.02], [1.51, -1.24, 5.16], [0.70, -1.14, -1.81], [2.70, -1.08, 0.57], [-2.48, 1.77, -1.70], [1.60, 2.45, 0.29], [-6.59, 6.42, -0.78], [4.35, 1.61, 6.51], [-4.97, 2.20, -1.91], [3.23, -0.93, 3.17], [-4.20, 5.97, 1.27], [0.72, 0.02, 1.73], [1.68, -6.52, -3.75], [0.52, -7.98, -2.03], [-2.70, 4.35, -0.03], [-0.28, -3.18, -3.49], [-5.54, 7.67, -0.07], [-3.47, 3.77, 1.45]]
}

***

(4)
{
  "formula": "C18H40P2PdSi",
  "method": "ωB97M-V/def2-TZVPD",
  "spin_multiplicity": 5,
  "s2": 6.011,
  "homo_lumo_gap_ev": [4.71, 7.85],
  "relative_energy_kcal_mol": 12.08,
  "homo_ev": [-10.390, -14.336],
  "total_charge": 2,
  "species": ["Pd", "P", "P", "Si", "C", "C", "C", "C", "C", "C", "C", "C", "C", "C", "C", "C", "C", "C", "C", "C", "C", "C", "H", "H", "H", "H", "H", "H", "H", "H", "H", "H", "H", "H", "H", "H", "H", "H", "H", "H", "H", "H", "H", "H", "H", "H", "H", "H", "H", "H", "H", "H", "H", "H", "H", "H", "H", "H", "H", "H", "H", "H"],
  "coordinates": [[1.74, -0.65, 3.03], [-2.24, 0.83, -2.06], [-1.66, -2.51, -0.11], [3.52, 1.07, 2.78], [0.59, 1.30, -2.12], [-1.01, 2.02, -0.18], [2.55, 2.37, 1.86], [-2.81, -0.90, -2.12], [-2.07, -3.14, 1.49], [0.54, -0.16, -2.61], [-3.66, 1.81, -1.48], [-1.49, -3.90, -1.27], [5.35, 1.57, 2.84], [0.42, -1.32, -1.75], [-2.29, 1.22, -3.84], [3.52, -0.61, 1.76], [-3.11, -1.61, -0.79], [-0.24, -1.44, -0.45], [-0.77, 1.84, -1.60], [-0.16, -0.28, 0.63], [-1.23, 0.86, 0.69], [2.97, 1.04, 4.60], [-0.98, 2.78, -2.14], [-1.89, 2.22, -4.02], [4.58, -0.83, 1.98], [2.08, 0.40, 4.80], [-4.37, 1.85, -2.30], [-1.17, -3.32, 2.07], [3.81, 0.71, 5.22], [3.21, 2.79, 1.08], [-0.26, -0.76, 1.63], [2.29, 3.16, 2.58], [0.45, -2.15, 0.06], [-3.75, -0.80, -2.70], [-2.60, -4.09, 1.35], [-1.74, 0.47, -4.43], [-0.25, -0.25, -3.36], [-2.11, -1.45, -2.77], [6.00, 0.75, 3.18], [1.38, 1.43, -1.35], [-2.41, -4.49, -1.21], [0.88, 1.91, -3.00], [5.48, 2.43, 3.51], [-3.32, 2.82, -1.23], [-0.63, 2.93, 0.29], [0.85, 0.17, 0.59], [3.45, -0.37, 0.69], [-0.63, -4.52, -0.97], [1.04, -2.20, -2.01], [-3.53, -0.92, -0.04], [-1.18, 1.27, 1.72], [-3.35, 1.20, -4.12], [-4.13, 1.35, -0.60], [2.73, 2.08, 4.87], [1.46, -0.31, -3.18], [3.01, -1.59, 1.95], [1.64, 1.97, 1.40], [-3.87, -2.38, -1.00], [5.69, 1.88, 1.84], [-2.23, 0.40, 0.63], [-2.73, -2.44, 2.02], [-1.35, -3.55, -2.31]]
}

***

(5)
{
  "formula": "C18H41BrN4O3P",
  "method": "ωB97M-V/def2-TZVPD",
  "spin_multiplicity": 3,
  "s2": 2.008,
  "homo_lumo_gap_ev": [6.78, 7.74],
  "homo_ev": [-10.673, -11.637],
  "total_charge": 1,
  "species": ["Br", "P", "O", "O", "O", "N", "N", "N", "N", "C", "C", "C", "C", "C", "C", "C", "C", "C", "C", "C", "C", "C", "C", "C", "C", "C", "C", "H", "H", "H", "H", "H", "H", "H", "H", "H", "H", "H", "H", "H", "H", "H", "H", "H", "H", "H", "H", "H", "H", "H", "H", "H", "H", "H", "H", "H", "H", "H", "H", "H", "H", "H", "H", "H", "H", "H", "H", "H"],
  "coordinates": [[-4.00, -0.44, 3.54], [-1.71, 1.70, 3.75], [-1.25, 2.70, 2.59], [-3.39, 0.64, 0.38], [2.55, 0.49, 1.86], [-3.38, 1.23, 2.95], [-0.70, 0.42, 3.55], [2.94, -0.40, 1.02], [-2.86, 0.21, -0.72], [-2.07, 2.55, -0.86], [-4.88, -0.48, -1.99], [-4.58, 0.57, -3.05], [4.89, 0.77, 0.02], [-3.81, 1.75, -2.45], [3.47, 0.26, -0.22], [-4.01, -1.87, -0.12], [-1.42, 0.97, -2.61], [3.26, -1.73, 3.08], [-2.76, -1.81, -2.21], [2.56, 1.42, -0.60], [-3.63, -0.96, -1.26], [5.25, -0.94, 1.83], [-2.57, 1.35, -1.65], [3.45, -0.70, -1.42], [3.76, -2.76, 0.93], [5.82, -0.31, 0.56], [3.81, -1.42, 1.69], [-4.02, 0.13, -3.88], [-4.48, 2.31, -1.80], [-0.58, 0.56, -2.06], [6.79, 0.14, 0.78], [5.27, 1.17, -0.92], [-4.67, -1.35, 0.57], [6.01, -1.07, -0.20], [3.57, -0.13, -2.34], [-5.59, -0.06, -1.27], [5.87, -1.78, 2.13], [3.35, -0.88, 3.75], [4.31, -2.75, -0.01], [-4.54, -2.76, -0.47], [2.55, 2.20, 0.16], [-3.13, -2.21, 0.43], [4.25, -1.43, -1.41], [-1.08, 1.87, -3.12], [-1.22, 2.28, -0.22], [-0.40, 3.10, 2.86], [-3.50, 2.43, -3.24], [1.54, 1.08, -0.77], [3.82, -2.55, 3.51], [-1.07, -0.47, 3.85], [-1.77, -1.99, -1.78], [-1.75, 3.32, -1.55], [4.86, 1.61, 0.72], [2.93, 1.86, -1.53], [2.21, -2.01, 3.03], [-3.24, -2.78, -2.35], [-2.64, -1.38, -3.20], [5.31, -0.20, 2.63], [-5.37, -1.34, -2.44], [-2.85, 2.98, -0.23], [4.21, -3.54, 1.54], [-4.06, 1.93, 3.27], [2.50, -1.23, -1.48], [-3.37, 1.23, 1.91], [-5.51, 0.94, -3.48], [-1.71, 0.27, -3.38], [-0.25, 0.36, 2.64], [2.73, -3.05, 0.72]]
}

***

(6)
{
  "formula": "C18H41ClN4O7P",
  "method": "ωB97M-V/def2-TZVPD",
  "homo_lumo_gap_ev": 7.93,
  "homo_ev": -11.239,
  "total_charge": 1,
  "species": ["Cl", "P", "O", "O", "O", "O", "O", "O", "O", "N", "N", "N", "N", "C", "C", "C", "C", "C", "C", "C", "C", "C", "C", "C", "C", "C", "C", "C", "C", "C", "C", "H", "H", "H", "H", "H", "H", "H", "H", "H", "H", "H", "H", "H", "H", "H", "H", "H", "H", "H", "H", "H", "H", "H", "H", "H", "H", "H", "H", "H", "H", "H", "H", "H", "H", "H", "H", "H", "H", "H", "H", "H"],
  "coordinates": [[1.85, 0.83, -5.12], [-1.33, -2.13, 0.13], [-0.62, -1.42, 1.36], [6.30, -0.50, 0.75], [-4.45, 0.02, 2.67], [-2.88, -2.07, 0.46], [-5.36, -0.09, 5.48], [-0.87, -3.48, -0.14], [6.03, -3.26, -0.25], [1.10, -0.53, -0.74], [0.23, 0.28, -2.59], [1.50, 0.73, -2.50], [-1.16, -1.11, -1.25], [-4.94, 1.09, 4.82], [5.56, -0.93, 1.88], [-2.76, 0.43, -2.48], [3.47, 2.06, -3.26], [-5.20, -1.17, 2.48], [-3.83, 1.29, -0.36], [-5.19, 1.04, 3.33], [0.00, -0.49, -1.49], [-2.30, -1.01, -2.17], [-2.61, 1.39, -1.30], [-2.45, 2.83, -1.83], [2.00, 0.21, -1.36], [4.76, -2.85, -0.68], [-4.32, -1.02, 5.72], [7.39, -1.36, 0.44], [2.04, 1.61, -3.53], [3.52, 3.56, -2.97], [7.06, -2.37, -0.63], [-5.81, -1.41, 3.35], [-6.26, 0.93, 3.12], [2.69, 3.84, -2.33], [-2.32, 0.80, -3.40], [-4.56, 2.05, -0.61], [-4.50, -1.99, 2.32], [1.40, 2.48, -3.55], [3.93, 1.55, -2.42], [-2.07, 3.50, -1.07], [8.20, -0.72, 0.08], [-3.48, 1.42, 0.65], [4.62, -1.77, -0.56], [6.06, -0.61, 2.80], [-0.35, 0.51, -3.38], [-3.41, 3.16, -2.20], [7.75, -1.86, 1.35], [-5.85, -1.08, 1.61], [4.43, 3.83, -2.45], [-3.89, 1.29, 5.03], [-2.01, -1.50, -3.10], [-3.63, -1.10, 4.87], [3.00, 0.39, -1.04], [-3.82, 0.35, -2.70], [-4.87, 2.00, 2.90], [5.42, -2.01, 1.91], [-3.08, -1.29, 0.99], [4.58, -0.45, 1.84], [3.41, 4.14, -3.88], [-5.53, 1.91, 5.24], [-1.74, 1.19, -0.69], [-4.24, 0.29, -0.44], [4.05, 1.84, -4.15], [-3.75, -0.73, 6.61], [4.00, -3.36, -0.08], [-0.57, -0.46, 1.25], [4.61, -3.11, -1.74], [-1.80, 2.84, -2.70], [7.95, -2.97, -0.83], [-4.77, -2.00, 5.89], [-3.13, -1.58, -1.78], [6.79, -1.86, -1.56]]
}

***

For the records above, the corresponding energy values read -73866.4873, -137062.8444, -56874.9453, -49228.6950, -110756.6226, -61429.0139 eV.